# C26H24CdN9O7S3

A molecular structure, C26H24CdN9O7S3 (ωB97M-V with the def2-TZVPD basis set, OMol25).

Its spin multiplicity is 1. For the electronic energy, the calculation gives -92165.6570 eV. The net charge is -1.

Last column: Mulliken charge in e.
CARTESIAN COORDINATES (ANGSTROEM)
1 Cd -1.20662 0.59463 0.27732  2.959
2 O -3.23038 0.64942 -0.53695  -0.736
3 N -3.44714 1.39183 -1.59016  0.437
4 C -4.44402 1.02279 -2.41851  -0.152
5 C -4.81473 1.77983 -3.49789  -0.833
6 C -4.14273 2.97833 -3.73599  -0.237
7 C -3.09449 3.32622 -2.91780  -0.738
8 C -2.70508 2.51897 -1.83705  0.372
9 S -1.38168 2.92176 -0.83537  -0.597
10 H -4.91847 0.09456 -2.14114  0.445
11 H -5.61344 1.43945 -4.13987  0.397
12 H -4.44526 3.62384 -4.55020  0.369
13 H -2.53286 4.23652 -3.06680  0.428
14 O 0.24311 -2.77675 2.99072  -0.784
15 C 1.47093 -2.88199 2.44340  0.084
16 C 2.47531 -3.52671 3.16594  -0.714
17 C 3.74106 -3.65884 2.63018  -0.326
18 C 4.03097 -3.15725 1.36603  -0.875
19 C 3.04303 -2.51793 0.64112  -0.227
20 C 1.75673 -2.37869 1.16108  0.086
21 C 0.70607 -1.63699 0.41571  0.538
22 O -0.43265 -1.44094 0.97673  -0.810
23 N 1.03573 -1.22087 -0.78059  -0.223
24 N 0.08913 -0.42766 -1.41710  0.162
25 C 0.53176 -0.02469 -2.54822  -0.639
26 S -0.34969 0.94558 -3.68088  0.078
27 C 1.18361 1.61702 -4.40859  -0.705
28 C 2.13465 0.45371 -4.58184  -0.553
29 S 2.19187 -0.46541 -3.00475  -0.074
30 H -0.25741 -2.17125 2.36849  0.106
31 H 2.23664 -3.89892 4.15374  0.462
32 H 4.50764 -4.16189 3.20700  0.368
33 H 5.02574 -3.26283 0.95287  0.405
34 H 3.24093 -2.11112 -0.34080  0.522
35 H 1.57979 2.36638 -3.72249  0.267
36 H 0.92919 2.08851 -5.35733  0.395
37 H 3.14922 0.78141 -4.80860  0.401
38 H 1.78150 -0.22026 -5.36259  0.299
39 N -3.93036 -1.57517 1.41092  -0.957
40 N -3.08894 -2.68431 1.19611  -0.008
41 C -2.49446 -2.96492 0.04051  0.532
42 N -1.71295 -4.07184 -0.02242  -0.487
43 N -2.81611 -2.16992 -0.97604  -0.316
44 N -2.33119 -2.33858 -2.20566  0.966
45 O -1.83657 -3.41821 -2.58283  -0.818
46 O -2.43727 -1.38259 -2.96328  -0.608
47 H -3.42264 -0.87492 1.95770  0.413
48 H -4.06917 -1.12827 0.50538  0.403
49 H -2.74343 -3.12070 2.03264  0.305
50 H -1.19216 -4.33478 0.79915  0.256
51 H -1.28508 -4.21251 -0.92727  0.313
52 O -2.30278 2.08685 4.03993  -0.761
53 C -1.71026 1.61164 3.07547  0.169
54 O -2.14135 0.74504 2.25540  -0.716
55 C -0.24392 2.05357 2.87970  0.208
56 C 0.31656 2.90782 3.85578  -0.793
57 C 1.63908 3.21974 3.79057  -0.782
58 C 2.42612 2.66626 2.75532  1.056
59 C 3.81707 2.88817 2.65640  -0.812
60 C 4.54722 2.29851 1.66316  -0.566
61 C 3.90834 1.47815 0.71457  -0.736
62 C 2.55930 1.26654 0.77081  0.403
63 C 1.78101 1.83646 1.80272  -0.820
64 N 0.45007 1.55287 1.88369  0.252
65 H -0.33930 3.27476 4.63099  0.539
66 H 2.10703 3.86520 4.52511  0.387
67 H 4.29209 3.53019 3.38917  0.368
68 H 5.61528 2.46515 1.60290  0.372
69 H 4.49285 1.01062 -0.06760  0.437
70 H 2.07802 0.62943 0.04217  0.444

***

# C20H53N13O11

7 unconnected molecules or ions with the total composition C20H53N13O11 (ωB97M-V with the def2-TZVPD basis set, OMol25).

Its spin multiplicity is 1. For the electronic energy, the calculation gives -63495.1066 eV. As for the SMILES: CCCCO[C@H](CCO)OCCNCCCCOC=O.NC(N)=O.NC(N)=O.NC(N)=O.NC(N)=O.NC(N)=O.NC(N)=O.

Last column: Mulliken charge in e.
CARTESIAN COORDINATES (ANGSTROEM)
1 C 0.92187 5.70555 -0.57845  -1.242
2 C 1.61875 4.26390 -0.26286  0.184
3 C 1.65495 3.47691 -1.66050  -0.524
4 C 2.89121 2.47129 -1.84322  -0.503
5 O 3.11116 1.55290 -0.75249  -0.272
6 C 2.36590 0.32842 -0.87214  0.159
7 C 2.79983 -0.63063 -2.07475  -0.520
8 C 4.10931 -1.51860 -1.79404  -0.357
9 O 5.20963 -1.19390 -2.71280  -0.583
10 O 0.91205 0.51422 -0.84986  -0.456
11 C 0.48486 1.00673 0.44242  0.242
12 C -0.17305 -0.10667 1.39483  -0.688
13 N -1.48911 -0.61210 0.88315  -0.322
14 C -2.62170 0.26716 1.28374  -0.304
15 C -4.04854 -0.48622 1.09235  -0.692
16 C -4.53446 -0.20824 -0.42682  -0.542
17 C -5.39247 1.16686 -0.57067  -0.405
18 O -6.38639 0.96344 -1.63522  -0.346
19 C -5.81558 1.21494 -2.91696  0.211
20 O -6.18655 2.20300 -3.60543  -0.475
21 H 1.41321 6.23521 -1.47353  0.335
22 H 0.99925 6.34463 0.36337  0.341
23 H -0.19733 5.59760 -0.81832  0.273
24 H 0.86828 3.73135 0.43503  -0.027
25 H 2.64097 4.36884 0.23307  0.232
26 H 1.70236 4.20817 -2.55772  0.475
27 H 0.67862 2.87960 -1.82941  0.079
28 H 3.83708 3.13876 -1.89574  0.331
29 H 2.79268 1.99670 -2.87558  0.201
30 H 2.58615 -0.26551 0.09941  0.174
31 H 1.92908 -1.37862 -2.22026  0.273
32 H 2.94177 -0.12076 -3.08391  0.292
33 H 4.40163 -1.47115 -0.69435  0.300
34 H 3.83841 -2.61998 -2.02536  0.258
35 H 4.85961 -1.22971 -3.63532  0.317
36 H 1.30018 1.52717 1.04811  0.048
37 H -0.33787 1.80568 0.27446  0.078
38 H -0.40242 0.42154 2.39991  0.303
39 H 0.55820 -0.95737 1.68025  0.245
40 H -1.41062 -0.60846 -0.14608  0.287
41 H -2.63745 1.19146 0.59821  0.104
42 H -2.59180 0.61019 2.37619  0.323
43 H -4.83310 -0.13759 1.85461  0.327
44 H -3.95084 -1.62725 1.22268  0.325
45 H -5.20680 -1.05713 -0.80963  0.370
46 H -3.65413 -0.09361 -1.15956  0.179
47 H -5.89504 1.47194 0.40890  0.376
48 H -4.69281 1.99409 -0.93396  0.293
49 H -5.03433 0.51060 -3.38522  0.317
50 N -7.67813 4.33811 0.32656  -0.354
51 C -8.82503 4.40974 1.04560  0.669
52 N -9.68173 3.38034 0.83380  -0.334
53 O -9.06651 5.32560 1.81994  -0.696
54 H -7.47317 3.58935 -0.31115  0.133
55 H -7.00868 5.07954 0.44831  0.195
56 H -10.54927 3.38715 1.34472  0.201
57 H -9.49048 2.62560 0.19999  0.169
58 N 6.69968 -4.46321 -2.51961  -0.280
59 C 7.54881 -4.55990 -1.46926  0.721
60 N 7.94927 -3.36677 -0.96389  -0.384
61 O 7.92248 -5.63369 -1.01425  -0.716
62 H 6.38772 -3.58564 -2.89728  0.143
63 H 6.37124 -5.32354 -2.93169  0.181
64 H 8.58116 -3.38448 -0.18108  0.217
65 H 7.64605 -2.48269 -1.33213  0.170
66 N 4.57510 2.38180 2.41604  -0.350
67 C 3.43053 2.47592 3.13685  0.677
68 N 3.50296 3.32228 4.19497  -0.441
69 O 2.41907 1.85112 2.85612  -0.630
70 H 5.41041 2.89118 2.63899  0.164
71 H 4.57059 1.76571 1.61859  0.189
72 H 2.67762 3.42645 4.76132  0.225
73 H 4.32990 3.83907 4.43185  0.146
74 N -10.34447 5.94317 4.27074  -0.265
75 C -11.49409 6.02586 4.98224  0.647
76 N -11.43409 6.86651 6.04870  -0.388
77 O -12.50158 5.39785 4.69074  -0.657
78 H -9.51419 6.45559 4.50383  0.145
79 H -10.33715 5.33342 3.46876  0.159
80 H -12.26404 6.96238 6.60938  0.219
81 H -10.61184 7.38581 6.29526  0.160
82 N 5.54052 -7.34822 0.06491  -0.260
83 C 4.30596 -6.93428 0.44290  0.704
84 N 3.67213 -7.77538 1.30279  -0.414
85 O 3.80446 -5.89420 0.04551  -0.645
86 H 5.95817 -8.20131 0.38810  0.163
87 H 6.05315 -6.75826 -0.57331  0.051
88 H 2.75185 -7.51208 1.61331  0.228
89 H 4.07646 -8.63163 1.63474  0.149
90 N 6.48159 -8.60543 -4.69060  -0.410
91 C 5.49650 -8.23571 -3.83320  0.721
92 N 5.27550 -9.11540 -2.82417  -0.390
93 O 4.86362 -7.19818 -3.95970  -0.660
94 H 7.00638 -9.45521 -4.59389  0.149
95 H 6.68436 -7.98554 -5.45691  0.220
96 H 4.55423 -8.88583 -2.16004  0.208
97 H 5.79238 -9.96840 -2.71399  0.157

***

no.,gap between HOMO and LUMO (eV),LUMO level (eV)
1,7.318,2.24
2,9.079,0.44